(1)
Entry from the Open Molecules 2025 dataset: 3 unconnected molecules or ions with the total composition C34H43Br6F9N4O2S3 at a distorted geometry (ωB97M-V with the def2-TZVPD basis set).

LUMO level: -0.8 eV
strongest force on any atom: 1.915 eV/Å
HOMO-LUMO gap: 7.618 eV

Element x y z (Å)
C1 3.34100 -3.34929 1.31027
C2 3.55962 -2.09663 2.16174
C3 2.52037 -0.97527 1.88917
C4 1.48188 -0.91916 3.02383
N1 0.95898 0.46329 3.27028
C5 -0.34966 0.56208 2.72258
N2 -0.49313 0.67620 1.44232
C6 -1.77978 0.76817 0.98536
C7 -1.97079 0.87346 -0.39994
C8 -0.69022 0.90349 -1.20263
C9 0.10529 2.22757 -0.99539
C10 0.28836 3.01248 -2.29071
S1 1.25380 2.13722 -3.58562
C11 2.42275 1.08325 -2.75317
S2 3.50215 1.65757 -1.68606
N3 2.34389 -0.28822 -3.15262
C12 2.33875 -1.17412 -1.96750
C13 1.41223 -2.37239 -2.18428
C14 3.52801 -0.53150 -4.01379
C15 3.41439 -1.83130 -4.81763
C16 -3.21237 0.94116 -0.92974
C17 -3.40134 1.00727 -2.43448
F1 -4.57628 1.51637 -2.82074
F2 -2.48803 1.87752 -2.96617
C18 -3.20033 -0.32764 -3.25644
F3 -1.92638 -0.55017 -3.58566
F4 -3.82005 -0.10496 -4.44063
C19 -3.86543 -1.62384 -2.71676
F5 -5.17004 -1.39685 -2.58887
F6 -3.73622 -2.52699 -3.70903
C20 -3.22267 -2.28401 -1.44770
F7 -3.22348 -3.61283 -1.63583
F8 -3.94093 -2.07413 -0.35269
F9 -1.95874 -1.92147 -1.24931
C21 -4.32081 0.95265 -0.01552
C22 -5.74808 1.09217 -0.43116
Br1 -6.92248 -0.44128 -0.35581
C23 -6.27865 2.25279 -0.80043
C24 -5.41993 3.50088 -0.80123
Br2 -8.09123 2.47509 -1.30307
C25 -4.13526 0.85967 1.31331
S3 -5.51489 0.90023 2.44728
C26 -2.83527 0.75584 1.86093
N4 -2.70874 0.67552 3.22171
C27 -1.47425 0.57147 3.60384
C28 -1.20884 0.47447 5.09654
C29 -2.31918 -0.37752 5.72791
O1 -2.49938 -1.60682 4.98654
C30 -3.81558 -1.84270 4.69134
O2 -4.61762 -2.30641 5.46274
H1 2.29599 -3.66789 1.34534
H2 3.98492 -4.16709 1.63399
H3 3.59308 -3.15436 0.26536
H4 3.58166 -2.35262 3.22039
H5 4.54068 -1.69723 1.89126
H6 2.04652 -1.20492 0.93613
H7 3.03973 -0.01867 1.81038
H8 1.83560 -1.36291 3.95415
H9 0.63630 -1.53020 2.69497
H10 1.53866 1.11236 2.74990
H11 -0.06144 0.11824 -0.78439
H12 -0.82082 0.71610 -2.25722
H13 -0.37636 2.87133 -0.25674
H14 1.08925 1.98519 -0.59912
H15 0.78967 3.96237 -2.10553
H16 -0.66893 3.22720 -2.75928
H17 1.88929 -0.59168 -1.16507
H18 3.34712 -1.46998 -1.65867
H19 0.37085 -2.05441 -2.22612
H20 1.63421 -2.89194 -3.11342
H21 1.54127 -3.06567 -1.34898
H22 4.43013 -0.51226 -3.38772
H23 3.59871 0.27987 -4.74232
H24 4.12313 -1.80575 -5.64158
H25 3.57460 -2.68421 -4.16012
H26 2.40301 -1.86316 -5.22578
H27 -5.89231 4.32386 -1.32929
H28 -5.35801 3.81853 0.24836
H29 -4.40305 3.30583 -1.11728
H30 -5.90096 2.19391 2.40963
H31 -0.26820 -0.03692 5.27326
H32 -1.21741 1.46732 5.55475
H33 -3.26103 0.16298 5.80218
H34 -1.97335 -0.66729 6.72122
H35 -4.12480 -1.56504 3.66886
Br3 0.92246 2.58981 6.15325
C31 0.95448 3.71451 7.74190
C32 1.32378 2.92049 8.96541
Br4 -0.16863 1.83566 9.58525
H36 -0.02199 4.18188 7.81787
H37 1.70374 4.47760 7.54108
H38 1.56058 3.58405 9.79435
H39 2.15552 2.24460 8.79499
Br5 5.26757 -2.34121 -8.36230
C33 7.05327 -1.56997 -8.31488
C34 7.83010 -2.04710 -7.11731
Br6 7.25230 -1.15152 -5.48812
H40 6.93173 -0.49188 -8.33789
H41 7.53134 -1.89893 -9.23522
H42 8.88389 -1.79778 -7.22244
H43 7.72674 -3.11341 -6.94450

Results of the Löwdin charge analysis, in e, for atoms 1 through 99:
1. C -0.109
2. C -0.246
3. C -0.176
4. C -0.176
5. N 0.019
6. C -0.256
7. N 0.243
8. C -0.140
9. C -0.091
10. C -0.132
11. C -0.228
12. C -0.445
13. S 0.890
14. C -1.091
15. S 0.739
16. N -0.218
17. C -0.272
18. C -0.056
19. C -0.267
20. C -0.088
21. C -0.017
22. C -0.349
23. F 0.144
24. F 0.106
25. C -0.336
26. F 0.158
27. F 0.149
28. C -0.341
29. F 0.125
30. F 0.157
31. C -0.520
32. F 0.171
33. F 0.172
34. F 0.185
35. C -0.225
36. C -0.708
37. Br 0.755
38. C -0.787
39. C -0.094
40. Br 0.748
41. C -0.451
42. S 0.831
43. C -0.196
44. N 0.192
45. C -0.167
46. C -0.154
47. C -0.161
48. O -0.061
49. C -0.329
50. O 0.100
51. H 0.074
52. H 0.070
53. H 0.057
54. H 0.096
55. H 0.103
56. H 0.084
57. H 0.106
58. H 0.108
59. H 0.121
60. H 0.109
61. H 0.094
62. H 0.079
63. H 0.119
64. H 0.049
65. H 0.072
66. H 0.061
67. H 0.060
68. H 0.110
69. H 0.055
70. H 0.059
71. H 0.067
72. H 0.096
73. H 0.116
74. H -0.003
75. H 0.070
76. H 0.083
77. H 0.070
78. H 0.088
79. H 0.072
80. H -0.104
81. H 0.091
82. H 0.038
83. H 0.126
84. H 0.126
85. H 0.122
86. Br 0.729
87. C -0.676
88. C -0.699
89. Br 0.607
90. H 0.052
91. H 0.057
92. H 0.057
93. H 0.050
94. Br 0.633
95. C -0.694
96. C -0.693
97. Br 0.628
98. H 0.051
99. H 0.057

=====

(2)
Entry from the Open Molecules 2025 dataset: a gas-phase ion, C5H11N4Si (charge +1) at a distorted geometry (ωB97M-V with the def2-TZVPD basis set).

energy relative to the best compared isomer or geometry (same formula, charge and spin): 3.650 eV
LUMO level (spin up / spin down): -5.2 / -5.2 eV
charge: +1
strongest force on any atom: 4.248 eV/Å
HOMO-LUMO gap (spin up / spin down): 7.425 / 7.432 eV

Element x y z (Å)
C1 -0.86834 0.33372 -2.96717
C2 0.79160 0.44604 -0.52855
C3 -1.51104 -1.06654 0.63012
C4 0.56961 0.55831 2.23297
C5 1.42574 -2.19004 1.07570
N1 0.47082 2.62862 -1.53014
N2 -0.47530 2.54933 -2.54218
N3 -0.73427 1.48709 -3.16554
N4 0.59266 1.54536 -0.96279
Si1 0.27731 -0.71745 0.95117
H1 -0.77539 -0.55266 -3.40726
H2 -1.79737 -1.50246 -0.33248
H3 -1.75681 -1.82234 1.41139
H4 -2.08695 -0.14701 0.87894
H5 0.85153 1.49915 1.76534
H6 -0.37388 0.84593 2.71326
H7 1.24912 0.27588 3.08206
H8 0.80942 -3.13956 1.20409
H9 2.14738 -2.34203 0.25082
H10 2.00728 -2.10460 2.10845
H11 -0.81311 3.41528 -2.86819

For reference, the Löwdin charges in units of e are:
1. C 0.254
2. C 0.046
3. C -0.181
4. C -0.177
5. C -0.190
6. N 0.066
7. N 0.010
8. N 0.077
9. N -0.076
10. Si 0.486
11. H 0.064
12. H 0.033
13. H 0.057
14. H 0.054
15. H 0.028
16. H 0.047
17. H 0.067
18. H 0.052
19. H 0.034
20. H 0.083
21. H 0.166

=====

(3)
Entry from the Open Molecules 2025 dataset: 2 unconnected molecules or ions with the total composition C2H5N3OS at a distorted geometry (ωB97M-V with the def2-TZVPD basis set).

energy relative to the best compared isomer or geometry (same formula, charge and spin): 3.123 eV
LUMO level: -0.2 eV
strongest force on any atom: 3.423 eV/Å
HOMO-LUMO gap: 8.245 eV

Element x y z (Å)
C1 1.51120 -0.73933 0.39580
N1 1.21257 0.10137 -0.78908
N2 0.63355 1.24986 -0.76357
S1 -0.09351 1.85561 0.49124
H1 2.52893 -0.93932 0.36893
H2 1.01266 -1.65359 0.60555
H3 1.32715 -0.20154 1.32341
H4 1.93155 0.13624 -1.49490
N3 -2.87015 0.55458 -0.36617
C2 -2.39953 -0.41938 0.10937
O1 -2.26354 -1.44655 0.58384
H5 -2.53087 1.50205 -0.46442

For reference, the Löwdin charges in units of e are:
1. C -0.077
2. N -0.150
3. N -0.545
4. S 0.619
5. H 0.056
6. H 0.072
7. H 0.037
8. H 0.130
9. N 0.177
10. C -0.511
11. O 0.161
12. H 0.031

=====

(4)
Entry from the Open Molecules 2025 dataset: a molecular structure, C38H63AlBr20FO3 at a distorted geometry (ωB97M-V with the def2-TZVPD basis set).

LUMO level: 1.4 eV
charge: -1
strongest force on any atom: 3.139 eV/Å
HOMO-LUMO gap: 6.570 eV

Element x y z (Å)
C1 2.94758 -1.87474 1.35359
C2 2.95308 -0.72776 0.95583
C3 2.85020 0.75434 0.61292
C4 2.97920 1.00003 -0.95945
C5 1.60858 1.27334 -1.67728
Al1 0.38334 -0.35635 -1.82113
C6 -0.55306 -0.55463 -0.01541
O1 -0.56579 0.65009 0.82530
C7 -1.22718 1.68385 0.28213
C8 -1.04774 3.04600 1.04221
O2 -1.95630 1.64752 -0.69130
C9 -0.94834 -0.13860 -3.38958
C10 -1.93438 -1.31993 -3.52592
O3 -1.97530 -2.00327 -4.54074
C11 -2.89973 -1.72479 -2.35705
C12 -3.74039 -0.77250 -1.69900
C13 -4.61681 -1.07305 -0.60380
C14 -4.70641 -2.42538 -0.12424
C15 -3.86670 -3.42299 -0.82213
C16 -2.97278 -3.09702 -1.90419
C17 1.58430 -1.94381 -2.33069
C18 1.31800 -3.23808 -1.47447
F1 1.35352 -2.25187 -3.72607
H1 2.69775 -2.91656 1.57432
H2 1.91610 1.22957 0.98632
H3 3.70083 1.27849 1.14861
H4 3.62767 1.92597 -1.08997
H5 3.55410 0.14774 -1.38836
H6 1.13181 2.13951 -1.13883
H7 1.86368 1.65972 -2.69989
H8 0.02864 -1.32102 0.56551
H9 -1.59629 -0.94080 -0.06446
H10 -0.42945 2.92365 1.96396
H11 -0.58881 3.75967 0.32369
H12 -2.08296 3.38902 1.27799
H13 -1.51533 0.82015 -3.32217
H14 -0.31965 -0.14544 -4.31639
H15 -3.71435 0.27204 -2.05855
H16 -5.19059 -0.22811 -0.16966
H17 -5.38418 -2.62977 0.71799
H18 -3.94446 -4.47085 -0.49164
H19 -2.37784 -3.88405 -2.39041
H20 2.67832 -1.71205 -2.24084
H21 0.47193 -3.10381 -0.76083
H22 1.01860 -4.07421 -2.15671
H23 2.23447 -3.51803 -0.90351
Br1 -2.20734 -1.56141 2.62541
C19 -1.10951 -2.08345 4.14557
C20 -0.67638 -0.88698 4.95210
Br2 0.77094 0.07678 4.07454
H24 -0.27514 -2.65876 3.74914
H25 -1.74372 -2.73548 4.74316
H26 -0.26754 -1.20090 5.91241
H27 -1.47840 -0.17146 5.11942
Br3 -1.55753 3.76667 -4.71223
C21 -2.35682 4.07071 -2.96294
C22 -3.22784 5.29890 -2.96151
Br4 -2.16175 6.93038 -2.90153
H28 -1.54033 4.12257 -2.24767
H29 -2.95017 3.17970 -2.76335
H30 -3.84370 5.32969 -2.06337
H31 -3.86679 5.37114 -3.83820
Br5 6.18083 1.99721 3.76032
C23 6.95271 1.88871 1.97622
C24 7.00973 3.24405 1.31957
Br6 5.25650 3.78858 0.67393
H32 6.35997 1.16712 1.41793
H33 7.95664 1.49249 2.12390
H34 7.64279 3.21421 0.43340
H35 7.36135 4.02935 1.98418
Br7 -4.42396 -4.47549 1.87351
C25 -4.01837 -5.93351 3.09728
C26 -4.81488 -7.16967 2.76809
Br8 -6.66116 -7.00812 3.37010
H36 -4.20044 -5.56311 4.10384
H37 -2.95149 -6.12024 2.97089
H38 -4.41885 -8.03517 3.29910
H39 -4.84701 -7.38580 1.70271
Br9 3.48023 6.60094 -3.85924
C27 3.80171 5.03277 -2.74668
C28 4.32946 3.87978 -3.55922
Br10 2.91344 3.02387 -4.58085
H40 2.86569 4.80661 -2.24080
H41 4.53976 5.35285 -2.01183
H42 4.71932 3.09942 -2.90536
H43 5.10027 4.17195 -4.26854
Br11 4.25560 -1.15602 -4.69197
C29 3.57003 -2.40443 -6.01349
C30 3.78554 -1.89505 -7.41518
Br12 2.50331 -0.50207 -7.87212
H44 2.52240 -2.57301 -5.77172
H45 4.12885 -3.32590 -5.85201
H46 3.61315 -2.68890 -8.14148
H47 4.77662 -1.47530 -7.57009
Br13 2.99056 10.33383 -6.10394
C31 4.61954 10.12345 -7.14770
C32 5.63748 9.28929 -6.41333
Br14 6.51398 10.31368 -5.00753
H48 4.97549 11.12289 -7.38528
H49 4.30715 9.62550 -8.06488
H50 6.43935 8.98500 -7.08495
H51 5.20897 8.40716 -5.94238
Br15 -0.82923 -3.99684 7.63252
C33 -2.45736 -3.58531 8.61945
C34 -3.68077 -3.77657 7.76192
Br16 -3.90603 -2.30233 6.51197
H52 -2.35295 -2.57008 8.99448
H53 -2.46503 -4.28022 9.45846
H54 -4.58238 -3.77112 8.37366
H55 -3.65304 -4.69020 7.17299
Br17 -5.59979 0.56118 9.03102
C35 -6.42353 1.76894 7.74513
C36 -5.71230 1.72104 6.41709
Br18 -4.03554 2.70867 6.47312
H56 -6.42525 2.75831 8.19557
H57 -7.45004 1.41895 7.64249
H58 -6.30594 2.21201 5.64701
H59 -5.47355 0.70973 6.09629
Br19 0.22641 -5.73593 2.77839
C37 -0.45387 -6.98794 1.44807
C38 -0.20310 -6.49484 0.04647
Br20 -1.45323 -5.08644 -0.44371
H60 -1.50930 -7.13598 1.66456
H61 0.08490 -7.91725 1.63179
H62 -0.37449 -7.29371 -0.67482
H63 0.79829 -6.09239 -0.09492

Results of the Löwdin charge analysis, in e, for atoms 1 through 99:
1. C 0.066
2. C -0.137
3. C -0.191
4. C -0.269
5. C -0.220
6. Al 0.402
7. C -0.214
8. O -0.149
9. C -0.552
10. C 0.018
11. O 0.046
12. C -0.112
13. C -0.401
14. O 0.031
15. C -0.120
16. C -0.051
17. C -0.080
18. C -0.181
19. C -0.246
20. C -0.118
21. C -0.330
22. C -0.136
23. F -0.174
24. H 0.033
25. H 0.097
26. H 0.062
27. H 0.047
28. H 0.083
29. H 0.054
30. H -0.037
31. H 0.050
32. H 0.026
33. H 0.076
34. H 0.075
35. H 0.082
36. H 0.040
37. H 0.071
38. H 0.102
39. H 0.102
40. H 0.014
41. H -0.038
42. H 0.049
43. H 0.040
44. H 0.003
45. H 0.067
46. H 0.053
47. Br 0.726
48. C -0.704
49. C -0.705
50. Br 0.653
51. H 0.030
52. H -0.025
53. H 0.033
54. H 0.039
55. Br 0.619
56. C -0.701
57. C -0.695
58. Br 0.580
59. H 0.042
60. H 0.049
61. H 0.055
62. H 0.046
63. Br 0.603
64. C -0.694
65. C -0.684
66. Br 0.676
67. H 0.050
68. H 0.055
69. H 0.057
70. H 0.048
71. Br 0.808
72. C -0.648
73. C -0.698
74. Br 0.597
75. H 0.045
76. H 0.020
77. H 0.054
78. H 0.052
79. Br 0.607
80. C -0.704
81. C -0.680
82. Br 0.669
83. H 0.055
84. H 0.023
85. H 0.043
86. H 0.046
87. Br 0.653
88. C -0.684
89. C -0.705
90. Br 0.599
91. H 0.043
92. H 0.056
93. H 0.051
94. H 0.043
95. Br 0.601
96. C -0.701
97. C -0.697
98. Br 0.589
99. H 0.047